36
Properties=species:S:1:pos:R:3:forces:R:3 method="wB97M-V/def2-TZVPD" charge=-2 e_tot_ha=-4586.9885 lumo_ha=0.1412 homo_energy_ev=-4.6 gap_ha=0.310 largest_force_ev_per_a=5.89
K -1.07055 0.30005 -0.72100 0.317 0.359 0.204
N -2.53850 -1.90177 -1.28590 -3.984 0.050 -0.062
S -2.23915 -2.76535 -2.53555 4.162 -3.034 -2.850
O -2.85571 -2.44212 -3.79787 -0.080 0.328 0.887
O -1.95139 -4.16895 -2.34340 -0.867 0.764 0.487
F -0.72963 -2.22319 -2.68853 0.198 0.454 -0.191
S -4.20654 -1.78751 -1.53854 -1.347 1.425 1.836
O -4.90841 -3.02047 -1.74875 0.716 0.163 -0.141
O -4.56606 -0.63911 -2.31282 0.336 -0.385 0.277
F -4.65568 -1.40379 -0.06044 0.678 -0.052 -0.365
N -1.50885 -0.01495 2.03904 1.440 0.529 2.828
S -0.42027 0.31679 3.29280 1.654 -0.222 -0.578
O -0.91339 0.66960 4.59917 -0.516 -0.438 -0.914
O 0.70017 1.06567 2.81132 -0.409 -0.483 0.106
F 0.13935 -1.15378 3.50942 -0.276 -0.011 -0.295
S -2.59882 1.07255 2.36603 -2.839 2.114 -1.226
O -2.11950 2.43185 2.47687 -0.182 -1.181 0.206
O -3.70137 0.66958 3.19010 0.597 -0.098 0.137
F -3.30859 1.07437 0.90182 0.507 -0.227 0.068
P 0.55083 3.37155 -1.09466 0.038 0.493 0.920
F 0.57328 4.02157 -2.57848 0.167 -0.178 0.056
F 2.15519 3.46357 -0.92771 0.085 0.200 -0.068
F 0.42052 4.86350 -0.47669 -0.125 -0.241 0.087
F 0.38735 2.68951 0.37715 0.785 0.036 -0.353
F -1.06292 3.22383 -1.16292 -0.204 -0.145 -0.889
F 0.80140 1.89989 -1.76860 -0.636 -0.227 -0.044
C 4.63610 -1.38840 0.73910 0.513 0.875 -0.553
C 4.49172 -0.60194 -0.58459 0.814 -0.839 0.038
O 3.12080 -0.31143 -0.65514 0.439 0.403 -0.703
C 2.46974 -0.85716 0.36626 -0.725 -0.147 0.586
O 1.29235 -0.83939 0.48357 -0.210 -0.155 0.059
O 3.32009 -1.44667 1.25550 0.194 -0.091 -0.287
H 5.30187 -0.82161 1.39164 -0.193 -0.318 0.393
H 5.05440 -2.36821 0.51393 -0.228 -0.193 0.437
H 4.80832 -1.25647 -1.40287 -0.382 0.187 -0.211
H 5.13189 0.27840 -0.62925 -0.437 0.284 0.119